[1]
Below is a 2-piece molecular cluster, C23H33F3NO2Si2 overall, with properties calculated with the ωB97M-V functional and the def2-TZVPD basis.

Last column: Löwdin charge in e.
Positions of all 64 atoms, in Å:
C -0.27 1.32 4.08  -0.1548
Si -0.92 1.31 2.33  0.4674
C -1.44 -0.39 1.78  -0.1549
C -2.23 2.63 2.10  -0.1575
O 0.29 1.45 1.11  -0.2026
N 1.21 2.47 1.08  -0.1732
O 1.35 2.96 2.42  -0.2898
Si 3.02 2.74 2.81  0.4461
C 3.24 3.31 4.56  -0.1551
C 3.22 0.90 2.56  -0.1470
C 3.91 3.80 1.58  -0.1559
C 0.57 3.56 0.38  -0.3617
C 0.26 3.17 -1.01  -0.0408
C 0.30 4.72 1.02  0.0737
H -1.07 0.93 4.72  0.0387
H 0.60 0.67 4.21  0.0319
H -0.04 2.33 4.44  0.0378
H -2.28 -0.77 2.38  0.0337
H -1.74 -0.38 0.73  0.0276
H -0.60 -1.09 1.89  0.0454
H -3.05 2.37 2.79  0.0331
H -1.87 3.63 2.36  0.0312
H -2.63 2.65 1.07  0.0126
H 4.31 3.20 4.83  0.0413
H 2.98 4.38 4.68  0.0409
H 2.65 2.72 5.28  0.0347
H 4.29 0.65 2.61  0.0360
H 2.68 0.31 3.32  0.0286
H 2.83 0.61 1.57  0.0388
H 4.99 3.67 1.74  0.0379
H 3.68 3.50 0.54  0.0379
H 3.66 4.87 1.70  0.0427
H 0.10 4.05 -1.65  0.0834
H 1.13 2.63 -1.38  0.0906
H -0.62 2.52 -1.12  0.0715
H -0.15 5.51 0.43  0.0654
H 0.62 4.90 2.04  0.0727
F -8.35 9.02 -1.02  0.1336
C -8.47 7.97 -0.15  -0.5015
F -8.15 8.45 1.10  0.1318
F -9.81 7.64 -0.12  0.1360
C -7.61 6.80 -0.53  -0.0703
C -7.26 5.88 0.45  0.0292
C -6.48 4.79 0.12  0.0320
C -6.03 4.57 -1.22  -0.1677
C -5.28 3.40 -1.47  0.1336
C -5.05 2.75 -2.71  -0.1748
C -4.17 1.62 -2.69  0.0184
C -3.82 0.97 -3.86  -0.0316
C -4.30 1.44 -5.10  0.0004
C -5.20 2.51 -5.14  -0.0302
C -5.63 3.12 -3.96  0.0164
C -6.35 5.58 -2.18  0.0251
C -7.19 6.63 -1.85  0.0333
H -7.61 6.02 1.47  0.1408
H -6.21 4.07 0.88  0.1312
H -4.88 2.89 -0.59  0.1326
H -3.78 1.27 -1.73  0.1252
H -3.16 0.10 -3.83  0.1255
H -3.99 0.96 -6.03  0.1289
H -5.59 2.87 -6.10  0.1259
H -6.42 3.87 -3.99  0.1117
H -5.93 5.53 -3.18  0.1166
H -7.50 7.34 -2.62  0.1397

Calculated values
E, eV: -53872.6139
Net charge: +1
HOMO-LUMO gap, Eh: 0.1585



[2]
Below is C23H33FNO2P2Sn as an isolated structure, with properties calculated with the ωB97M-V functional and the def2-TZVPD basis.

Last column: Löwdin charge in e.
Positions of all 63 atoms, in Å:
C -0.89 2.54 -3.17  -0.0095
C -0.94 1.67 -2.08  -0.2967
N 0.19 1.34 -1.43  -0.0053
C 1.37 1.95 -1.71  -0.3020
C 1.43 2.97 -2.66  -0.0123
C 0.30 3.23 -3.42  -0.0226
C -2.32 1.27 -1.54  -0.2695
P -2.31 -0.04 -0.25  0.7499
Sn 0.02 0.05 0.68  0.9761
P 2.45 -0.03 -0.10  0.7663
C 2.66 1.51 -1.02  -0.2696
C -0.07 -1.92 1.72  -0.3579
C -0.39 -1.95 3.07  -0.1317
C -0.40 -3.19 3.72  -0.0786
C -0.09 -4.34 2.99  -0.0829
C 0.18 -4.29 1.61  -0.0868
C 0.18 -3.06 0.95  -0.1808
O -2.25 -1.87 -5.71  -0.1278
O 1.34 -1.99 -3.65  -0.1132
H -1.84 2.86 -3.58  0.1216
H 2.41 3.40 -2.85  0.1260
H 0.32 4.05 -4.14  0.1188
C -3.75 0.68 0.62  -0.2623
C -2.69 -1.71 -0.81  -0.2348
H 3.45 1.37 -1.77  0.1076
H 3.01 2.30 -0.34  0.0999
H -3.08 1.12 -2.35  0.1180
H -2.73 2.16 -0.97  0.1012
C 3.62 -0.11 1.25  -0.2412
C 2.88 -1.34 -1.25  -0.2427
H -0.65 -1.05 3.63  0.0837
H -0.63 -3.25 4.79  0.1109
H -0.06 -5.31 3.49  0.1051
H 0.39 -5.20 1.04  0.1043
H 0.38 -3.00 -0.12  0.0790
H 0.97 -2.83 -3.38  -0.0265
H 2.25 -2.20 -3.99  0.0839
H -2.48 -2.27 -4.79  0.0604
H -1.52 -1.19 -5.71  0.0553
H -0.33 -4.58 -3.48  0.1131
H -4.60 0.48 -0.06  0.0570
H -3.93 0.25 1.61  0.0476
H -3.56 1.77 0.71  0.0519
H -3.79 -1.82 -0.82  0.0581
H -2.24 -1.94 -1.78  0.0452
H -2.29 -2.46 -0.10  0.0382
H 3.93 -1.31 -1.57  0.0739
H 2.76 -2.33 -0.79  0.0567
H 2.17 -1.27 -2.08  0.0085
H 4.64 0.10 0.89  0.0601
H 3.36 0.62 2.03  0.0468
H 3.59 -1.13 1.69  0.0666
F -0.01 4.53 5.19  0.0448
C -0.03 3.60 4.18  -0.2478
C 1.04 3.58 3.28  0.0039
C 1.02 2.61 2.26  -0.1245
C -0.04 1.69 2.16  -0.2910
C -1.10 1.78 3.06  -0.1374
C -1.11 2.73 4.09  0.0046
H 1.86 4.29 3.39  0.1243
H 1.85 2.59 1.56  0.0700
H -1.95 1.09 2.99  0.0889
H -1.92 2.80 4.82  0.1273

Calculated values
E, eV: -57087.1254
Net charge: +1
HOMO-LUMO gap (spin up / spin down), Eh: 0.3218 / 0.1626



[3]
Below is C23H33HgN10O2S4 as an isolated structure, with properties calculated with the ωB97M-V functional and the def2-TZVPD basis.

Last column: Löwdin charge in e.
Positions of all 73 atoms, in Å:
Hg -0.16 0.21 -1.32  0.9720
O -2.66 2.31 -5.06  0.0374
C -3.68 1.44 -5.06  -0.2821
C -4.60 1.50 -6.11  -0.0415
C -5.68 0.63 -6.16  -0.1304
C -5.86 -0.31 -5.16  -0.1310
C -4.95 -0.38 -4.11  -0.0507
C -3.85 0.48 -4.04  -0.0737
C -2.86 0.38 -2.92  -0.4681
O -1.84 1.16 -2.94  -0.1486
N -3.15 -0.50 -1.99  0.0276
N -2.18 -0.65 -1.04  -0.1501
C -2.53 -1.24 0.09  -0.1603
C -1.64 -1.35 1.18  -0.3185
C -2.06 -1.86 2.44  -0.0683
C -1.23 -1.82 3.52  -0.1321
C 0.07 -1.26 3.37  -0.1973
C 0.43 -0.82 2.11  -0.2395
N -0.35 -0.87 1.04  0.0281
H -2.09 2.03 -4.27  0.0768
H -4.44 2.24 -6.89  0.1023
H -6.37 0.68 -6.99  0.0837
H -6.69 -1.00 -5.20  0.0796
H -5.06 -1.10 -3.32  0.0953
H -3.55 -1.58 0.20  0.1001
H -3.07 -2.26 2.53  0.0944
H -1.56 -2.19 4.48  0.0860
H 0.76 -1.18 4.21  0.0702
H 1.41 -0.39 1.93  0.0786
S 1.97 -1.56 -5.96  0.3122
C 1.61 -0.77 -4.53  -1.8110
S 0.86 -1.50 -3.19  0.3747
S 2.09 0.93 -4.47  0.5669
C -0.69 1.33 3.74  -0.1150
N 0.18 2.27 3.05  -0.1757
C 0.14 3.59 3.65  -0.1018
C 0.05 2.26 1.62  -0.4874
N -0.96 1.85 0.97  0.1591
N 1.17 2.77 1.02  0.0964
C 1.63 2.56 -0.35  -0.6144
N 2.71 3.51 -0.53  0.0554
N 1.33 1.70 -1.17  -0.0658
H -0.31 1.19 4.76  0.0926
H -0.68 0.37 3.23  0.0164
H -1.73 1.69 3.81  0.0889
H 0.59 3.56 4.65  0.0747
H -0.89 3.96 3.75  0.0813
H 0.69 4.30 3.04  0.0724
H -1.71 1.52 1.56  0.0462
H 1.93 2.98 1.65  0.1071
H 2.38 4.46 -0.38  0.0540
H 3.03 3.41 -1.48  0.0653
H 1.79 1.20 -3.17  -0.2091
C 3.15 -0.66 3.82  -0.1064
C 4.14 -0.39 2.68  -0.2448
N 3.51 -0.22 1.38  -0.0488
C 3.54 -1.22 0.42  -0.8826
S 3.81 -0.89 -1.17  0.6554
N 3.26 -2.46 0.91  -0.0032
C 2.99 -3.59 0.02  -0.2718
C 1.85 -4.44 0.56  -0.0863
H 3.65 -0.56 4.79  0.0705
H 2.73 -1.66 3.76  0.0558
H 2.33 0.06 3.77  0.0561
H 4.87 -1.21 2.63  0.1091
H 4.70 0.52 2.91  0.1087
H 3.65 0.67 0.94  0.0927
H 2.76 -2.47 1.78  0.1014
H 3.89 -4.20 -0.08  0.1060
H 2.74 -3.20 -0.97  0.0567
H 2.11 -4.90 1.52  0.0654
H 1.62 -5.24 -0.15  0.0711
H 0.95 -3.84 0.69  0.0715

Calculated values
Multiplicity: 2
⟨S²⟩: 0.78
E, eV: -90898.3916
Net charge: -2
HOMO-LUMO gap (spin up / spin down), Eh: 0.1506 / 0.2133



[4]
Below is one molecule with the formula C23H33N3O3, with properties calculated with the ωB97M-V functional and the def2-TZVPD basis.

Last column: Löwdin charge in e.
Positions of all 62 atoms, in Å:
C 0.63 6.54 -3.28  -0.0591
C 1.71 5.93 -2.39  -0.2423
O 1.44 4.59 -2.05  -0.0748
C 0.44 4.29 -1.17  -0.2439
C -0.20 5.22 -0.35  -0.0254
C -1.17 4.81 0.54  -0.0780
C -1.54 3.48 0.62  -0.0779
C -0.92 2.56 -0.20  -0.0357
C 0.08 2.93 -1.08  -0.1322
C 0.78 1.91 -1.95  -0.1069
N 1.81 1.11 -1.30  -0.1202
C 2.98 1.82 -0.85  -0.1404
C 2.79 2.56 0.48  -0.1333
N 2.01 1.76 1.40  0.1128
C 1.26 0.69 1.10  -0.4575
O 0.58 0.15 1.97  0.0342
C 1.35 0.15 -0.32  -0.2170
C 2.28 -1.09 -0.31  -0.0241
C 1.53 -2.42 -0.16  -0.5009
O 1.73 -3.35 -0.92  0.0505
N 0.69 -2.46 0.88  0.0718
C -0.15 -3.60 1.15  -0.1630
C -1.63 -3.30 0.83  -0.1405
C -2.49 -4.50 1.09  -0.2630
C -3.13 -4.67 2.24  -0.0605
C -3.98 -5.86 2.56  -0.1997
C -4.31 -6.68 1.31  -0.2089
C -3.05 -6.87 0.48  -0.1996
C -2.56 -5.51 -0.02  -0.1568
H 0.52 5.95 -4.18  0.0812
H 0.91 7.55 -3.55  0.0783
H -0.33 6.57 -2.76  0.0686
H 1.86 6.54 -1.49  0.1156
H 2.66 5.89 -2.93  0.1250
H 0.06 6.26 -0.40  0.1055
H -1.65 5.55 1.17  0.1045
H -2.30 3.17 1.32  0.1041
H -1.22 1.52 -0.14  0.1163
H 0.04 1.20 -2.34  0.1334
H 1.26 2.41 -2.78  0.1252
H 3.78 1.08 -0.73  0.1206
H 3.28 2.53 -1.62  0.1255
H 2.27 3.52 0.31  0.1043
H 3.76 2.78 0.93  0.1229
H 1.92 2.11 2.34  0.1563
H 0.35 -0.18 -0.61  0.1540
H 2.80 -1.13 -1.27  0.1276
H 3.02 -1.02 0.49  0.1318
H 0.53 -1.63 1.44  0.0972
H 0.21 -4.42 0.52  0.1154
H -0.06 -3.89 2.20  0.1276
H -1.70 -3.00 -0.22  0.1212
H -1.95 -2.46 1.45  0.1149
H -3.05 -3.93 3.02  0.1090
H -4.90 -5.54 3.05  0.1072
H -3.44 -6.49 3.28  0.1130
H -4.73 -7.65 1.60  0.1059
H -5.05 -6.15 0.72  0.1151
H -2.27 -7.33 1.10  0.1182
H -3.24 -7.53 -0.37  0.1073
H -1.57 -5.61 -0.48  0.1154
H -3.24 -5.14 -0.79  0.1243

Calculated values
SMILES: CCOc1ccccc1CN1CCNC(=O)[C@@H]1CC(=O)NCCC1=CCCCC1
E, eV: -35000.2934
HOMO-LUMO gap, Eh: 0.3312



[5]
Below is an isolated ion of composition C23H33N4O4 and charge +1, with properties calculated with the ωB97M-V functional and the def2-TZVPD basis.

Last column: Löwdin charge in e.
Positions of all 64 atoms, in Å:
C 5.91 1.14 -1.52  -0.0850
C 4.50 1.00 -0.96  -0.2228
C 3.50 1.73 -1.86  -0.1345
N 2.08 1.47 -1.48  -0.1057
C 1.71 2.25 -0.26  -0.1274
C 0.65 1.57 0.59  -0.2127
C 0.28 2.46 1.78  -0.0752
C 1.15 1.77 -2.59  -0.1079
C 1.19 0.82 -3.79  -0.1325
C 0.20 -0.35 -3.67  -0.1786
N 0.52 -1.09 -2.49  0.0301
C -0.33 -1.76 -1.68  -0.1581
C -1.65 -2.06 -2.07  0.0149
C -2.50 -2.76 -1.25  0.0213
C -2.10 -3.14 0.04  -0.1509
C -3.02 -3.98 0.88  -0.4376
O -3.43 -5.04 0.48  0.1098
N -3.29 -3.52 2.13  0.1497
C -3.14 -2.25 2.69  -0.2321
C -3.05 -2.14 4.08  -0.0261
C -2.97 -0.89 4.66  -0.0654
C -2.99 0.26 3.89  -0.0265
C -3.08 0.16 2.51  -0.2743
O -3.11 1.22 1.65  -0.1022
C -3.44 2.49 2.18  -0.0845
C -3.16 -1.10 1.91  0.0572
C -0.83 -2.84 0.47  0.0790
C 0.06 -2.16 -0.37  -0.0761
N 1.31 -1.83 0.17  -0.3107
O 2.11 -1.15 -0.52  -0.0382
O 1.59 -2.15 1.30  0.1252
H 6.61 0.63 -0.87  0.0828
H 5.98 0.70 -2.51  0.0798
H 6.20 2.18 -1.57  0.0815
H 4.23 -0.06 -0.91  0.1038
H 4.47 1.39 0.05  0.1131
H 3.67 2.81 -1.83  0.1480
H 3.65 1.39 -2.88  0.1241
H 2.02 0.46 -1.20  0.1194
H 1.37 3.24 -0.58  0.1443
H 2.60 2.38 0.35  0.1299
H -0.25 1.35 0.01  0.1131
H 1.05 0.64 0.98  0.1041
H -0.17 3.39 1.44  0.0843
H -0.43 1.93 2.41  0.0658
H 1.15 2.69 2.37  0.0856
H 0.13 1.78 -2.18  0.1338
H 1.38 2.79 -2.93  0.1411
H 0.95 1.38 -4.69  0.1277
H 2.20 0.41 -3.93  0.1121
H -0.81 0.03 -3.59  0.1256
H 0.27 -0.97 -4.58  0.1337
H 1.51 -1.27 -2.33  0.1296
H -1.97 -1.79 -3.07  0.1144
H -3.48 -3.03 -1.60  0.1372
H -3.76 -4.20 2.72  0.1659
H -3.05 -3.03 4.69  0.1147
H -2.91 -0.81 5.74  0.1124
H -2.94 1.22 4.38  0.1072
H -4.37 2.45 2.76  0.1037
H -2.64 2.89 2.81  0.0808
H -3.58 3.14 1.32  0.0955
H -3.27 -1.14 0.84  0.1202
H -0.49 -3.13 1.45  0.1425

Calculated values
SMILES: CCC[NH+](CCC)CCCNc1ccc(C(=O)Nc2cccc(OC)c2)cc1[N+](=O)[O-]
E, eV: -38529.0900
Net charge: +1
HOMO-LUMO gap, Eh: 0.2582



[6]
Below is one molecule with the formula C23H33N5O2, with properties calculated with the ωB97M-V functional and the def2-TZVPD basis.

Last column: Löwdin charge in e.
Positions of all 63 atoms, in Å:
C 0.83 5.88 -0.61  -0.1132
C 0.72 4.66 0.30  -0.2598
C 1.83 3.63 0.06  -0.1893
C 1.46 2.54 -0.95  -0.1823
N 1.16 3.06 -2.27  0.0798
C 1.93 2.82 -3.34  -0.5240
O 2.96 2.17 -3.29  0.0479
C 1.37 3.36 -4.65  -0.0839
C 0.72 2.20 -5.43  -0.0848
C -0.25 1.49 -4.50  -0.4883
O -1.40 1.83 -4.37  0.0671
N 0.35 0.48 -3.80  0.1326
C -0.14 -0.24 -2.71  -0.2174
C -1.51 -0.27 -2.38  -0.0014
C -1.94 -0.99 -1.30  0.0014
C -1.04 -1.71 -0.50  -0.2232
N -1.52 -2.40 0.55  0.1529
C -0.70 -3.09 1.32  -0.2753
N -1.27 -3.84 2.31  -0.0777
C -0.58 -4.25 3.51  -0.1401
C -0.80 -3.23 4.63  -0.1840
N -2.22 -3.11 4.89  -0.2344
C -2.49 -2.25 6.02  -0.1061
C -2.92 -2.68 3.69  -0.1807
C -2.69 -3.69 2.57  -0.1437
C 0.70 -3.11 1.07  0.0471
C 1.23 -2.42 0.02  -0.2058
C 2.70 -2.44 -0.25  -0.0385
C 0.35 -1.68 -0.82  -0.1179
C 0.76 -0.94 -1.94  0.0258
H 1.75 6.41 -0.41  0.0737
H 0.82 5.60 -1.66  0.0524
H 0.00 6.56 -0.43  0.0691
H 0.77 5.00 1.33  0.1016
H -0.25 4.18 0.16  0.1046
H 2.07 3.12 0.99  0.1082
H 2.73 4.14 -0.29  0.1146
H 0.59 1.98 -0.59  0.1239
H 2.30 1.85 -1.07  0.1155
H 0.27 3.53 -2.38  0.1383
H 2.19 3.78 -5.24  0.1232
H 0.63 4.14 -4.46  0.1168
H 1.49 1.52 -5.79  0.1198
H 0.17 2.60 -6.28  0.1223
H 1.34 0.36 -3.95  0.1344
H -2.21 0.28 -2.99  0.1007
H -2.99 -1.03 -1.04  0.1118
H 0.49 -4.38 3.33  0.1049
H -1.00 -5.22 3.82  0.1279
H -0.30 -3.58 5.54  0.1208
H -0.36 -2.27 4.33  0.1298
H -1.99 -2.65 6.90  0.0820
H -2.15 -1.22 5.86  0.0875
H -3.56 -2.24 6.21  0.0826
H -3.98 -2.62 3.92  0.1208
H -2.57 -1.68 3.36  0.1275
H -3.17 -3.35 1.65  0.1087
H -3.08 -4.66 2.87  0.1256
H 1.36 -3.69 1.70  0.0994
H 3.11 -1.43 -0.23  0.0861
H 3.22 -3.04 0.49  0.0776
H 2.90 -2.86 -1.24  0.0896
H 1.81 -0.90 -2.20  0.1154

Calculated values
SMILES: CCCCNC(=O)CCC(=O)Nc1ccc2nc(N3CCN(C)CC3)cc(C)c2c1
E, eV: -35934.1347
HOMO-LUMO gap, Eh: 0.2905



[7]
Below is C23H34AsIrN3O5S as an isolated structure, with properties calculated with the ωB97M-V functional and the def2-TZVPD basis.

Last column: Löwdin charge in e.
Positions of all 68 atoms, in Å:
Ir -0.06 -1.01 -0.11  1.6159
C 0.33 -2.75 2.31  -0.0835
C 1.73 -2.80 1.77  -0.0990
O 1.71 -2.44 0.38  -0.2221
C 1.87 -3.51 -0.57  -0.1059
C 0.56 -4.26 -0.68  -0.1074
O -0.48 -3.26 -0.86  -0.2775
C -1.82 -3.79 -0.78  -0.1128
C -2.72 -2.59 -0.78  -0.0995
O -2.23 -1.66 0.21  -0.2602
C -2.56 -2.02 1.56  -0.1110
C -1.59 -1.25 2.41  -0.1017
O -0.23 -1.45 1.92  -0.3126
H -0.32 -3.54 1.93  0.1293
H 0.34 -2.81 3.40  0.1670
H 2.19 -3.77 1.94  0.1698
H 2.34 -2.05 2.26  0.1087
H 2.69 -4.17 -0.28  0.1646
H 2.15 -3.03 -1.50  0.1284
H 0.33 -4.85 0.20  0.1431
H 0.59 -4.93 -1.54  0.1640
H -1.90 -4.43 0.10  0.1405
H -2.04 -4.40 -1.66  0.1638
H -3.76 -2.86 -0.58  0.1641
H -2.69 -2.06 -1.73  0.1442
H -2.49 -3.10 1.70  0.1398
H -3.58 -1.71 1.79  0.1702
H -1.65 -1.54 3.46  0.1643
H -1.76 -0.18 2.33  0.1089
N -0.46 2.93 -1.96  0.2063
C -0.90 4.00 -1.17  -0.2128
C -0.66 5.31 -1.58  0.0354
C -1.13 6.36 -0.80  0.0182
C -1.82 6.11 0.39  0.0094
C -2.06 4.81 0.80  -0.0450
C -1.59 3.74 0.02  -0.4350
S -1.91 2.13 0.53  1.1646
N -1.20 1.15 -0.61  -0.2699
C -0.62 1.62 -1.67  -0.3053
C -0.13 0.62 -2.63  -0.1643
C -0.03 0.90 -3.97  0.0519
C 0.34 -0.09 -4.87  0.0485
C 0.58 -1.35 -4.36  0.0388
C 0.44 -1.58 -3.00  -0.0474
N 0.09 -0.63 -2.11  -0.0367
H 0.04 3.17 -2.80  0.1677
H -0.13 5.51 -2.50  0.1409
H -0.96 7.38 -1.12  0.1428
H -2.18 6.94 0.99  0.1427
H -2.62 4.62 1.71  0.1304
H -0.29 1.88 -4.35  0.1409
H 0.43 0.12 -5.93  0.1530
H 0.87 -2.17 -5.00  0.1480
H 0.59 -2.56 -2.62  0.0950
C 0.81 1.53 3.33  -0.1624
As 1.90 1.22 1.81  1.1169
C 2.38 2.85 1.00  -0.1522
C 3.49 0.35 2.37  -0.1579
O 1.05 0.36 0.56  -0.6153
H 1.33 2.27 3.94  0.0797
H 0.71 0.62 3.91  0.0585
H -0.16 1.92 3.04  0.0289
H 1.49 3.36 0.62  0.0384
H 2.87 3.47 1.76  0.0796
H 3.08 2.66 0.19  0.0715
H 4.11 1.12 2.85  0.0807
H 4.03 -0.04 1.51  0.0731
H 3.28 -0.42 3.11  0.0491

Calculated values
Multiplicity: 2
⟨S²⟩: 0.76
E, eV: -113579.2467
Net charge: +4
HOMO-LUMO gap (spin up / spin down), Eh: 0.1515 / 0.1476